1.
Molecular formula: C64H58FGeNOP3Ru
Method: DFT, ωB97M-V/def2-TZVPD

Its net charge is +2. As for the spin multiplicity: 6. The expectation value of S² is 8.781. Its lowest unoccupied orbital energy (alpha / beta) is -5.92 / -7.81 eV. Its largest force on an atom is 0.0292 hartree/bohr.

CARTESIAN COORDINATES (ANGSTROEM)
1 Ru 0.15 1.04 0.02
2 Ge 1.53 -2.46 0.14
3 P 0.49 0.58 -2.32
4 P 0.79 0.90 2.34
5 P -2.42 -2.10 -0.11
6 F 0.35 -0.90 0.26
7 O 3.01 1.39 -0.39
8 N -0.62 2.92 -0.08
9 C -1.51 -0.95 -3.44
10 C 3.23 -2.51 2.67
11 C -5.17 -3.63 -3.54
12 C 5.13 0.50 0.15
13 C 3.96 2.50 -0.41
14 C -2.44 -1.31 -4.39
15 C -0.05 -3.77 0.30
16 C 3.52 -1.07 4.56
17 C -1.22 -1.21 5.13
18 C -1.33 1.23 -4.43
19 C 1.45 -0.93 -2.71
20 C 2.40 -2.11 -4.62
21 C 5.36 1.89 -0.43
22 C 0.61 3.58 2.87
23 C -0.33 -6.16 0.71
24 C 3.81 -2.25 3.90
25 C -5.41 -2.21 3.45
26 C -2.25 4.52 -0.04
27 C 2.40 5.06 3.47
28 C 1.42 4.34 -0.21
29 C -1.05 5.17 -0.10
30 C -5.73 -1.49 2.31
31 C -1.98 3.12 -0.03
32 C 2.06 -0.40 2.73
33 C 2.28 -3.17 -2.48
34 C -4.17 -2.81 3.54
35 C 2.35 -1.61 2.07
36 C 1.69 -2.04 -1.90
37 C -5.42 -2.42 -2.92
38 C -1.48 -0.31 6.15
39 C -3.47 -2.69 -1.52
40 C -4.57 -1.94 -1.95
41 C -3.26 -2.72 2.50
42 C -0.65 -0.78 3.95
43 C -0.58 1.47 4.81
44 C 3.26 3.07 -4.06
45 C 0.48 -5.05 0.52
46 C -0.04 4.17 -0.13
47 C 1.80 -0.99 -4.08
48 C 1.52 2.52 2.73
49 C 1.05 4.84 3.26
50 C 2.65 -0.16 3.98
51 C 3.31 4.03 3.29
52 C 2.67 1.95 -3.50
53 C -3.18 -3.87 -2.20
54 C -2.95 2.01 -0.01
55 C -2.25 -4.75 0.51
56 C 2.87 2.76 2.93
57 C 1.23 4.32 -3.74
58 C -2.28 0.87 -5.38
59 C -0.93 0.32 -3.46
60 C -1.17 1.03 5.98
61 C -3.59 -2.07 1.31
62 C -1.70 -6.00 0.73
63 C 3.77 0.16 -0.42
64 C 0.65 3.20 -3.16
65 C -1.45 -3.62 0.27
66 C 1.36 2.00 -3.05
67 C -4.82 -1.41 1.26
68 C 2.62 -3.22 -3.82
69 C -0.30 0.56 3.79
70 C -2.83 -0.40 -5.37
71 C 2.54 4.25 -4.19
72 C -4.03 -4.34 -3.20
73 H 5.08 0.53 1.25
74 H 3.76 3.12 -1.28
75 H -3.24 4.97 -0.03
76 H 3.01 5.13 -4.63
77 H 1.58 -0.15 -4.72
78 H 1.70 4.92 -1.08
79 H 3.86 -0.19 -1.45
80 H 1.88 3.35 -0.27
81 H 5.89 -0.23 -0.13
82 H 5.74 1.81 -1.45
83 H -0.88 6.23 -0.12
84 H 1.56 -5.18 0.54
85 H -2.36 -6.85 0.90
86 H -3.79 -5.26 -3.71
87 H -0.45 3.41 2.70
88 H -5.84 -4.01 -4.30
89 H 0.66 5.23 -3.84
90 H -3.76 2.23 0.69
91 H -6.68 -0.99 2.22
92 H -0.43 -1.49 3.16
93 H 4.37 4.21 3.45
94 H 4.29 3.03 -4.41
95 H -6.30 -1.84 -3.20
96 H 3.58 1.95 2.83
97 H 4.47 -2.98 4.36
98 H 6.06 2.49 0.14
99 H -1.20 -1.67 -2.69
100 H 0.33 5.64 3.40
101 H -1.45 -2.26 5.26
102 H -3.33 -4.64 0.51
103 H 2.75 6.04 3.78
104 H -2.29 -3.20 2.61
105 H 3.82 3.08 0.50
106 H -3.40 1.90 -1.01
107 H -2.86 -2.31 -4.38
108 H -6.13 -2.29 4.25
109 H -2.49 1.07 0.26
110 H 3.96 -0.85 5.52
111 H 1.80 4.86 0.67
112 H -4.76 -0.96 -1.53
113 H 3.24 1.03 -3.43
114 H 2.46 -4.04 -1.86
115 H -1.37 1.74 6.77
116 H -1.93 -0.65 7.08
117 H 3.46 -3.44 2.17
118 H -2.58 1.59 -6.13
119 H 3.07 -4.12 -4.24
120 H -2.30 -4.44 -1.96
121 H 2.67 -2.12 -5.67
122 H 0.12 -7.14 0.86
123 H -3.91 -3.37 4.44
124 H -0.37 3.26 -2.80
125 H 2.40 0.74 4.53
126 H -5.11 -0.83 0.39
127 H -3.55 -0.69 -6.12
128 H 3.24 -0.57 0.17
129 H -0.31 2.51 4.72
130 H -0.89 2.22 -4.49

***

2.
Molecular formula: C64H63BrN13O3PS
Method: DFT, ωB97M-V/def2-TZVPD

Its net charge is 0. Its lowest unoccupied orbital energy is -1.23 eV. Its SMILES is O=[PH2]c1cccc2nc(Br)c(C[SH](=O)=O)nc12.c1ccncc1.c1ccncc1.c1ccncc1.c1ccncc1.c1ccncc1.c1ccncc1.c1ccncc1.c1ccncc1.c1ccncc1.c1ccncc1.c1ccncc1. Its largest force on an atom is 0.0855 hartree/bohr.

CARTESIAN COORDINATES (ANGSTROEM)
1 Br 0.55 -6.89 -5.31
2 S -1.57 -4.42 -8.25
3 P -3.81 -1.06 -4.75
4 O -1.86 -5.87 -8.33
5 O -1.18 -3.91 -9.57
6 O -5.04 -0.27 -4.36
7 N -5.61 -5.47 -3.54
8 N -1.33 -5.78 -3.51
9 N 1.55 2.77 4.18
10 N 2.41 -4.41 -8.40
11 N -1.84 -3.35 -5.27
12 N -2.92 8.16 2.38
13 N -0.47 -0.09 -2.97
14 N 1.92 -7.39 -1.07
15 N 2.70 3.68 -0.75
16 N -4.81 8.87 9.05
17 N 3.82 -1.92 2.13
18 N -0.50 6.89 5.24
19 N 4.50 -2.20 6.94
20 C -5.46 8.01 9.84
21 C -3.50 -2.54 -3.62
22 C -0.74 -5.52 -4.70
23 C -7.07 -7.34 -3.18
24 C 4.75 -4.35 -7.84
25 C -1.82 7.41 2.22
26 C 4.25 -7.32 -0.50
27 C 3.12 -0.62 -0.24
28 C -5.74 7.70 7.16
29 C 3.56 -3.39 5.08
30 C 5.07 -3.96 -9.13
31 C 1.40 1.40 -2.68
32 C 3.86 -3.04 7.75
33 C 3.38 4.82 -0.89
34 C -3.32 7.94 0.02
35 C 4.34 -2.38 5.62
36 C -0.97 -4.35 -5.60
37 C 3.05 -4.08 7.31
38 C 2.57 -1.94 1.66
39 C -1.41 6.89 1.00
40 C 0.13 0.94 -2.36
41 C 4.58 -6.93 -1.79
42 C 3.42 -4.56 -7.53
43 C -6.54 -6.66 -5.41
44 C -1.23 7.68 7.39
45 C 2.90 -4.25 5.94
46 C 3.41 5.83 0.06
47 C -2.49 -3.56 -4.06
48 C 2.75 -4.03 -9.64
49 C -4.27 -2.68 -2.39
50 C 3.56 -6.77 -2.72
51 C -7.20 -7.52 -4.55
52 C 3.16 2.19 6.38
53 C -3.64 8.41 1.28
54 C 1.97 4.47 1.40
55 C -6.27 -6.31 -2.73
56 C 2.62 3.46 6.22
57 C 0.23 -0.71 -3.93
58 C -1.19 6.73 6.37
59 C -3.03 -4.88 -1.96
60 C 2.01 3.53 0.39
61 C 2.17 -1.31 0.49
62 C -0.24 -4.17 -6.99
63 C -2.18 7.17 -0.12
64 C 4.05 -3.79 -10.05
65 C -4.00 -3.89 -1.55
66 C 2.92 -7.54 -0.19
67 C -2.23 -4.76 -3.24
68 C -4.96 8.70 7.73
69 C 4.73 -1.24 1.41
70 C 2.89 1.22 5.44
71 C 2.69 5.64 1.23
72 C 1.50 -0.33 -4.32
73 C -0.52 8.85 7.22
74 C -6.39 6.82 8.01
75 C -5.75 -5.66 -4.86
76 C -6.25 6.98 9.38
77 C 1.82 3.69 5.11
78 C 0.19 8.03 5.10
79 C 2.26 -7.01 -2.31
80 C 2.09 1.55 4.36
81 C 0.21 9.03 6.06
82 C 4.43 -0.58 0.22
83 C 2.09 0.74 -3.68
84 H 2.02 -0.87 -5.11
85 H -2.72 -3.77 -7.81
86 H -1.89 6.78 -1.10
87 H -5.32 8.17 10.91
88 H -0.53 9.61 7.99
89 H 1.37 4.66 4.94
90 H 6.10 -3.78 -9.41
91 H 1.85 0.82 3.59
92 H 3.78 -6.47 -3.74
93 H 3.98 6.73 -0.10
94 H 1.91 -3.91 -10.33
95 H 3.93 4.92 -1.82
96 H -6.62 -6.77 -6.48
97 H 1.83 2.25 -2.16
98 H -5.82 7.61 6.09
99 H 0.78 9.94 5.89
100 H -2.68 -0.19 -4.62
101 H -0.28 -1.54 -4.40
102 H 2.56 -4.74 8.01
103 H 1.47 2.59 0.48
104 H 2.81 4.25 6.94
105 H -1.73 5.80 6.46
106 H 1.43 -6.90 -3.01
107 H -0.52 6.29 0.93
108 H -1.26 7.22 3.12
109 H 1.86 -2.49 2.27
110 H 2.28 -5.05 5.55
111 H 0.74 8.13 4.17
112 H -7.58 -7.99 -2.48
113 H -4.42 9.41 7.11
114 H 4.26 -3.49 -11.07
115 H 3.12 -4.87 -6.53
116 H -2.83 -5.77 -1.30
117 H 1.14 -1.36 0.16
118 H 5.02 -7.45 0.26
119 H 5.73 -1.24 1.81
120 H -7.01 6.03 7.60
121 H 2.62 -7.85 0.80
122 H 3.30 0.22 5.54
123 H -4.52 9.03 1.44
124 H -7.83 -8.31 -4.94
125 H 3.09 1.07 -3.96
126 H 0.10 -3.10 -7.11
127 H -6.13 -6.13 -1.67
128 H 3.46 -3.49 4.00
129 H -1.82 7.50 8.28
130 H -3.94 8.18 -0.84
131 H -4.57 -4.04 -0.60
132 H 5.52 -4.49 -7.09
133 H 1.39 4.29 2.30
134 H -5.21 -4.97 -5.49
135 H -6.75 6.31 10.07
136 H -0.46 1.42 -1.58
137 H 2.85 -0.11 -1.16
138 H 3.79 1.97 7.24
139 H -5.03 -1.91 -2.11
140 H 2.68 6.41 2.00
141 H 4.00 -2.87 8.81
142 H 5.20 -0.05 -0.32
143 H 4.87 -1.68 4.99
144 H 0.63 -4.85 -7.12
145 H -3.84 -1.53 -6.10
146 H 5.61 -6.75 -2.06

***

- Among the records above, which one has the lowest largest force on an atom?
  C64H58FGeNOP3Ru

***

- Among the records above, which one has the lowest net charge?
  C64H63BrN13O3PS